Entry from the Open Molecules 2025 dataset: the molecule C4H6FNO (ωB97M-V with the def2-TZVPD basis set).

Output
Orbital gap, eV: 9.89
LUMO, eV: 0.814
Relative energy (zero: lowest compared OMol25 entry of this formula, charge and spin), kcal/mol: 18.0
Molecular weight, g mol⁻¹: 103.10
E, Eh: -385.844902
E_HOMO, eV: -9.07

The geometry in XYZ format:
```
13
Properties=species:S:1:pos:R:3:forces:R:3:nbo_charge:R:1
F -3.015 -0.421 -0.052 0.037 0.136 -0.061 -0.326
O 2.827 -0.474 -0.163 -1.202 0.107 0.206 -0.590
N 0.609 0.088 0.170 -1.266 0.475 -0.176 -0.431
C 0.738 1.554 0.050 1.082 -0.312 0.032 -0.430
C -0.707 -0.443 0.103 0.812 -1.074 0.755 -0.096
C -1.833 0.217 -0.091 0.551 1.553 -0.486 0.164
C 1.659 -0.783 0.019 1.495 0.267 -0.010 0.537
H -0.743 -1.519 0.326 -0.116 0.476 -0.200 0.217
H 1.828 1.770 -0.100 -1.117 -0.061 0.096 0.251
H -1.855 1.305 -0.353 -0.463 -1.234 0.421 0.173
H 0.340 2.122 0.918 0.332 -0.752 -0.218 0.212
H 1.401 -1.854 0.115 -0.419 0.287 -0.056 0.124
H 0.143 1.871 -0.804 0.273 0.132 -0.304 0.196
```
Forces are in eV/Å.



Entry from the Open Molecules 2025 dataset: a cluster of 2 separate species, C4H6FNO in total (ωB97M-V with the def2-TZVPD basis set).

Output
Orbital gap, eV: 10.27
LUMO, eV: 0.824
Relative energy (zero: lowest compared OMol25 entry of this formula, charge and spin), kcal/mol: 33.3
Molecular weight, g mol⁻¹: 103.10
E, Eh: -385.820404
E_HOMO, eV: -9.45

The geometry in XYZ format:
```
13
Properties=species:S:1:pos:R:3:forces:R:3:nbo_charge:R:1
F -0.341 -0.742 -1.071 -0.619 -0.246 1.242 -0.387
O 2.181 0.656 0.698 -0.058 2.040 1.205 -0.531
N 2.797 -1.212 -0.511 -0.036 -0.377 0.208 -0.762
C 2.623 -0.207 0.078 -0.702 -1.290 -0.697 0.858
C -1.105 0.160 -0.292 2.151 0.123 -2.257 0.412
C -1.250 1.287 -0.982 -2.285 -0.409 5.225 -0.471
C -1.360 -0.285 1.081 2.169 0.972 1.848 -0.686
H 3.254 -1.818 -1.119 0.785 -0.395 -0.706 0.436
H -1.750 2.082 -0.418 0.210 0.061 -0.856 0.208
H -0.779 1.329 -1.863 1.257 0.651 -3.277 0.218
H -0.382 -0.255 1.852 -2.560 0.228 -2.310 0.241
H -1.693 -1.273 1.081 -0.371 -1.834 -0.065 0.231
H -2.196 0.279 1.466 0.060 0.477 0.442 0.234
```
Forces are in eV/Å.



Entry from the Open Molecules 2025 dataset: the molecule C4H6FNOS (ωB97M-V with the def2-TZVPD basis set).

Output
Orbital gap, eV: 10.30
LUMO, eV: 0.337
Relative energy (zero: lowest compared OMol25 entry of this formula, charge and spin), kcal/mol: 72.9
Molecular weight, g mol⁻¹: 135.16
E, Eh: -783.963912
E_HOMO, eV: -9.96

The geometry in XYZ format:
```
14
Properties=species:S:1:pos:R:3:forces:R:3:nbo_charge:R:1
S -2.454 -0.872 0.235 0.625 -0.248 1.214 0.176
F 1.316 -0.821 1.455 -0.902 -0.031 -1.895 -0.378
O -1.136 2.432 0.997 1.097 -4.231 -3.228 -0.564
N -1.068 0.147 0.041 -1.383 -0.584 0.202 -0.581
C -0.710 1.466 0.290 -0.599 3.568 4.128 0.682
C 0.215 -0.192 -0.636 -3.695 1.400 -2.101 -0.090
C 0.591 1.242 -0.453 4.009 1.631 -0.461 -0.500
C 0.928 -1.137 0.089 6.043 0.344 1.574 0.037
H 1.905 -1.167 -0.513 -1.053 -1.047 1.155 0.181
H -2.261 -1.669 1.454 0.260 1.566 -1.677 0.135
H 0.002 -0.709 -1.674 0.615 1.419 1.600 0.224
H 1.772 1.426 -0.005 -3.851 -0.374 -0.715 0.251
H 0.574 1.796 -1.385 0.014 0.185 -0.206 0.244
H 0.325 -1.942 0.105 -1.181 -3.597 0.412 0.183
```
Forces are in eV/Å.



Entry from the Open Molecules 2025 dataset: the molecule C4H6FNOS (ωB97M-V with the def2-TZVPD basis set).

Output
Orbital gap, eV: 9.96
LUMO, eV: 0.517
Relative energy (zero: lowest compared OMol25 entry of this formula, charge and spin), kcal/mol: 0.0
Molecular weight, g mol⁻¹: 135.16
E, Eh: -784.080064
E_HOMO, eV: -9.44

The geometry in XYZ format:
```
14
Properties=species:S:1:pos:R:3:forces:R:3:nbo_charge:R:1
S 0.915 -1.611 0.028 0.243 -1.149 0.126 0.213
F -1.192 0.032 1.719 -0.218 -0.366 -0.657 -0.365
O 2.973 -0.280 1.058 -0.249 -0.110 0.336 -0.586
N 1.251 0.902 0.111 0.572 0.940 0.524 -0.627
C 0.127 0.759 -0.746 0.235 -0.735 -1.067 -0.217
C -1.602 -0.564 0.521 -0.673 -0.186 -0.148 0.049
C -0.472 -0.624 -0.499 -1.210 0.101 0.124 -0.403
C 1.886 -0.217 0.545 0.540 0.502 -0.629 0.536
H 1.640 1.831 0.276 0.040 -0.749 0.011 0.416
H -0.541 1.567 -0.552 -0.816 0.439 -0.064 0.211
H 0.409 0.727 -1.810 0.156 0.554 0.147 0.189
H -0.938 -1.020 -1.440 0.586 0.232 0.773 0.243
H -2.061 -1.557 0.727 0.581 0.549 0.089 0.179
H -2.395 0.056 0.062 0.214 -0.022 0.434 0.162
```
Forces are in eV/Å.